Computed, not measured: a molecular structure, C12H23BaN2O3P2 at a distorted geometry, with ωB97M-V/def2-TZVPD.

```
43
Properties=species:S:1:pos:R:3
Ba 0.55385 1.70780 0.78006
P 2.05750 -1.01697 1.28128
C 2.35060 -1.40819 -0.51567
C 1.05562 -1.59398 -1.29220
N -0.05138 -0.95072 -0.85730
C -1.23483 -1.27305 -1.41559
C -1.34147 -2.14072 -2.50405
C -0.17643 -2.69404 -3.01817
C 1.03956 -2.45228 -2.39820
C -2.51660 -0.73093 -0.81391
P -2.16951 0.66390 0.29439
H 1.97289 -2.95147 -2.64860
H -2.34102 -2.33077 -2.87720
H -0.22756 -3.35640 -3.88261
H -3.21095 -0.42091 -1.60296
H -3.03162 -1.53069 -0.26177
H 3.00168 -0.62065 -0.96498
H 2.93035 -2.34556 -0.57088
H 1.57450 4.18641 -1.34944
O 1.78607 3.28454 -1.66834
H 2.45583 3.44252 -2.35660
H -1.36924 4.74823 0.94731
O -0.91298 5.14160 0.17867
H -1.28036 6.04773 0.15269
C -2.46246 1.92224 -1.02135
H -3.47217 1.70876 -1.39267
H -2.42366 2.94693 -0.62044
H -1.74674 1.81765 -1.85330
C -3.81386 0.79122 1.09016
H -3.80305 1.72094 1.67583
H -4.56945 0.82560 0.28947
H -3.95705 -0.06881 1.75777
C 2.24233 -2.72401 1.93535
H 3.22582 -3.10983 1.62461
H 2.20332 -2.64963 3.03551
H 1.43661 -3.40189 1.59962
C 3.75952 -0.45173 1.59055
H 3.81625 -0.23238 2.65618
H 4.42379 -1.28387 1.32825
H 3.99398 0.44055 1.00279
O -0.02260 -0.05570 5.41158
C 0.07782 0.10596 4.22118
N 0.17707 0.29260 3.03298
```

Computed properties:
frontier orbital gap = 7.218 eV
energy = -41207.3810 eV
lowest unoccupied orbital energy = -0.121 hartree
net charge = +1
relative energy (zero: lowest compared OMol25 entry of this formula, charge and spin) = 22.20 kcal/mol
HOMO level = -10.50 eV